Entry 1:
# C9H20N6

The ion C9H20N6 with charge +2 (ωB97M-V with the def2-TZVPD basis set, the OMol25 dataset).

Output
net charge = +2
energy = -18579.2457 eV
HOMO energy = -14.81 eV
SMILES = CN(C)C1=NC[N+](C/C=N/[NH+](C)C)=CN1
molecular weight = 212.30 g/mol
ΔE to the lowest compared entry with this formula, charge and spin = 0.00 kcal per mole

XYZ file:
```
35
Properties=species:S:1:pos:R:3:nbo_charge:R:1
C 2.252 -0.121 0.032 0.61
C 0.628 1.196 1.184 0.41
C -2.485 1.528 0.131 0.14
C -1.191 2.207 0.257 -0.28
C 0.438 0.783 -1.201 -0.04
C 4.129 -1.172 -1.050 -0.43
C 4.331 -0.339 1.319 -0.44
C -3.508 -1.094 -1.621 -0.42
C -3.530 -1.549 0.807 -0.43
N 1.603 -0.027 -1.065 -0.54
N 1.635 0.363 1.246 -0.56
N -2.383 0.296 -0.090 -0.27
N -0.046 1.391 0.096 -0.33
N 3.506 -0.601 0.141 -0.38
N -3.598 -0.485 -0.217 -0.24
H 0.387 1.698 2.123 0.24
H -3.409 2.162 0.134 0.24
H -1.181 3.011 -0.510 0.26
H -1.219 2.723 1.220 0.26
H 0.737 1.638 -1.825 0.21
H -0.432 0.339 -1.660 0.21
H 4.176 -2.246 -0.838 0.22
H 3.350 -1.048 -1.781 0.25
H 5.164 -0.935 -1.290 0.24
H 4.932 0.553 1.318 0.23
H 3.919 -0.382 2.389 0.21
H 4.941 -1.140 1.488 0.24
H -4.391 -1.546 -2.153 0.28
H -3.138 -0.224 -2.122 0.22
H -2.798 -1.901 -1.619 0.24
H -2.472 -1.750 1.142 0.26
H -3.995 -1.030 1.700 0.24
H -3.934 -2.451 0.366 0.25
H 2.158 0.194 2.057 0.44
H -4.576 -0.041 -0.108 0.45
```

***

Entry 2:
# C46H45AsN6PPdS

A structure of composition C46H45AsN6PPdS (ωB97M-V with the def2-TZVPD basis set, the OMol25 dataset).

Output
net charge = +3
energy = -141788.5633 eV
HOMO energy (spin up / spin down) = -13.76 / -13.76 eV
molecular weight = 926.29 g/mol

XYZ file:
```
101
Properties=species:S:1:pos:R:3:mulliken_charge:R:1
Pd -0.368 -0.613 -0.441 -0.11
C 3.287 -2.354 1.693 -1.60
C 2.072 -2.008 0.890 0.73
N 1.009 -1.423 1.350 0.15
N 0.894 -1.246 2.717 -0.55
C 1.018 -0.019 3.202 0.52
N 1.185 0.212 4.487 -0.20
S 0.968 1.321 2.076 -0.10
C 2.002 -2.469 -0.528 0.76
C 3.107 -3.063 -1.122 -0.58
C 2.964 -3.733 -2.330 -0.90
C 1.703 -3.808 -2.891 -0.75
C 0.659 -3.130 -2.270 -0.04
N 0.794 -2.429 -1.151 0.01
H 3.248 -1.954 2.702 0.38
H 3.412 -3.436 1.753 0.43
H 4.175 -1.946 1.210 0.46
H 0.813 -2.064 3.317 0.36
H 1.271 -0.534 5.163 0.26
H 1.240 1.160 4.831 0.30
H 4.071 -3.013 -0.641 0.34
H 3.812 -4.207 -2.802 0.49
H 1.519 -4.375 -3.792 0.52
H -0.333 -3.161 -2.696 0.24
C -2.032 0.989 2.018 -0.27
N -0.717 0.872 1.279 0.57
C -0.494 1.451 0.036 -1.44
C -1.543 2.276 -0.590 -0.62
C -2.121 3.434 -0.161 -0.13
C -3.143 3.776 -1.089 -1.56
C -3.164 2.819 -2.052 -0.40
N -2.189 1.872 -1.758 1.08
C -2.019 0.636 3.479 -0.53
C -2.249 -0.676 3.884 -0.16
C -2.346 -0.986 5.233 -0.84
C -2.196 0.016 6.186 -0.50
C -1.941 1.324 5.789 -0.83
C -1.857 1.633 4.440 -0.31
H -2.727 0.311 1.518 0.27
H -2.411 2.004 1.911 0.60
H 0.550 1.708 -0.157 1.60
H -1.840 4.002 0.710 0.78
H -3.789 4.634 -1.030 0.55
H -3.816 2.715 -2.897 0.55
H -2.379 -1.452 3.139 0.51
H -2.570 -1.997 5.543 0.46
H -2.311 -0.218 7.235 0.47
H -1.837 2.105 6.529 0.46
H -1.691 2.659 4.136 0.44
C -2.051 1.104 -4.459 -0.91
C -3.491 0.818 -4.878 -1.23
As -3.774 1.078 -6.831 0.18
C -2.253 -0.004 -7.406 -0.07
C -1.129 0.494 -8.057 0.14
C -0.109 -0.369 -8.442 -0.77
C -0.211 -1.729 -8.196 -0.59
C -1.336 -2.234 -7.556 -0.68
C -2.359 -1.376 -7.177 -0.37
C -3.195 2.905 -7.134 0.36
C -2.946 3.268 -8.457 -0.59
C -2.456 4.531 -8.754 -0.53
C -2.261 5.456 -7.738 -0.54
C -2.562 5.120 -6.427 -0.66
C -3.049 3.855 -6.128 -0.14
P -1.502 0.714 -2.762 0.88
C 0.244 1.136 -2.899 1.70
C 0.557 2.499 -2.888 -0.80
C 1.873 2.894 -3.053 -0.87
C 2.873 1.942 -3.223 -0.81
C 2.556 0.593 -3.250 -0.65
C 1.240 0.181 -3.090 -0.33
C -2.185 -0.915 -2.431 1.90
C -2.211 -1.834 -3.488 -2.21
C -2.829 -3.060 -3.313 -0.53
C -3.380 -3.395 -2.080 -1.10
C -3.345 -2.492 -1.027 -0.93
C -2.759 -1.242 -1.187 -0.30
H -1.793 2.157 -4.609 0.71
H -1.364 0.527 -5.092 0.53
H -4.227 1.437 -4.367 0.51
H -3.773 -0.219 -4.694 0.41
H -1.034 1.555 -8.252 0.46
H 0.762 0.028 -8.946 0.47
H 0.570 -2.399 -8.529 0.46
H -1.434 -3.300 -7.393 0.50
H -3.264 -1.779 -6.732 0.51
H -3.149 2.566 -9.259 0.51
H -2.250 4.801 -9.780 0.43
H -1.912 6.452 -7.973 0.41
H -2.434 5.850 -5.638 0.42
H -3.326 3.621 -5.105 0.49
H -0.213 3.249 -2.754 0.39
H 2.117 3.947 -3.056 0.53
H 3.898 2.260 -3.353 0.47
H 3.333 -0.141 -3.413 0.55
H 0.986 -0.866 -3.181 0.33
H -1.747 -1.601 -4.440 0.48
H -2.866 -3.763 -4.134 0.56
H -3.856 -4.357 -1.949 0.47
H -3.810 -2.754 -0.086 0.57
H -2.932 -0.467 -0.445 0.42
```

***

Entry 3:
# C20H24N2O4

The molecule C20H24N2O4 (ωB97M-V with the def2-TZVPD basis set, the OMol25 dataset).

Output
energy = -32301.7318 eV
HOMO energy = -9.19 eV
SMILES = O=C(NC[C@@H]1CCCO1)c1ccc(N2C(=O)[C@H]3CCCC[C@H]3C2=O)cc1
molecular weight = 356.42 g/mol
ΔE to the lowest compared entry with this formula, charge and spin = 0.96 kcal per mole

XYZ file:
```
50
Properties=species:S:1:pos:R:3:nbo_charge:R:1
O -1.807 -3.051 -1.715 -0.63
C -1.003 -2.173 -1.968 0.66
N -0.730 -1.770 -3.232 -0.61
H -0.160 -0.952 -3.377 0.40
C -1.389 -2.332 -4.385 -0.25
H -1.797 -3.298 -4.084 0.23
C -2.520 -1.428 -4.920 0.10
H -2.136 -0.403 -5.007 0.17
C -3.779 -1.507 -4.051 -0.44
H -4.353 -0.583 -4.134 0.21
C -4.533 -2.667 -4.697 -0.44
H -4.168 -3.616 -4.304 0.21
C -4.158 -2.512 -6.171 -0.07
H -4.892 -1.892 -6.703 0.17
O -2.900 -1.853 -6.217 -0.53
H -4.070 -3.470 -6.692 0.18
H -5.607 -2.614 -4.540 0.22
H -3.541 -1.691 -3.007 0.24
H -0.660 -2.483 -5.186 0.21
C -0.238 -1.461 -0.901 -0.14
C 1.053 -0.979 -1.094 -0.20
C 1.727 -0.354 -0.062 -0.16
C 1.107 -0.191 1.171 0.14
C -0.179 -0.677 1.377 -0.21
C -0.836 -1.319 0.347 -0.15
H -1.828 -1.720 0.494 0.24
H -0.651 -0.567 2.340 0.23
N 1.794 0.465 2.221 -0.51
C 2.590 1.591 2.034 0.71
O 2.694 2.203 1.006 -0.56
C 3.306 1.844 3.347 -0.31
C 3.640 3.309 3.613 -0.40
C 2.421 4.101 4.074 -0.40
C 1.784 3.419 5.279 -0.40
C 1.269 2.044 4.871 -0.39
H 0.772 1.549 5.706 0.23
H 0.532 2.174 4.073 0.20
C 2.411 1.142 4.368 -0.32
C 1.751 0.050 3.549 0.73
O 1.234 -0.958 3.945 -0.55
H 2.962 0.733 5.215 0.24
H 0.953 4.018 5.655 0.21
H 2.520 3.320 6.080 0.20
H 2.726 5.116 4.329 0.21
H 1.695 4.162 3.261 0.20
H 4.043 3.740 2.695 0.23
H 4.412 3.361 4.384 0.21
H 4.251 1.289 3.264 0.24
H 2.730 0.011 -0.214 0.22
H 1.558 -1.120 -2.038 0.21
```